one | Below is a cluster of 2 separate species, C3H8O2 in total, with properties calculated with ωB97M-V/def2-TZVPD.

Properties
**Kohn-Sham gap**: 10.830 eV

Geometry as XYZ:
```
13
C3H8O2 (ωB97M-V/def2-TZVPD)
O 1.8275 1.4560 -0.9178
O -0.5818 -4.3065 1.6880
C -0.5279 0.9063 -0.7332
C -0.5504 -3.1276 1.4384
C 0.5752 1.8406 -0.2905
H -0.7284 -2.6823 0.4559
H -0.1219 -0.1147 -0.8493
H 0.4559 2.9174 -0.4172
H 0.8076 1.5726 0.7407
H -0.8035 -2.4521 2.2916
H 1.9840 2.0535 -1.6532
H -1.3756 0.8273 -0.0355
H -0.9608 1.1094 -1.7179
```

two | Below is a cluster of 2 separate species, C3H8O2 in total, with properties calculated with ωB97M-V/def2-TZVPD.

Properties
**Kohn-Sham gap**: 9.781 eV

Geometry as XYZ:
```
13
C3H8O2 (ωB97M-V/def2-TZVPD)
O 0.8596 -2.4108 2.8373
O -1.2719 -0.2847 0.8501
C 0.3654 1.4548 -2.0986
C -1.0920 0.7317 -0.2101
C 0.1707 0.6049 -1.0569
H 0.7348 1.1211 -3.0695
H -1.0158 1.6800 0.3242
H 0.2884 2.5253 -1.9177
H 0.6080 -0.3953 -1.0231
H -0.3688 -0.3888 1.1770
H 1.7271 -2.7000 3.1485
H -1.9656 0.6716 -0.8573
H 0.9602 -2.6097 1.8959
```

What are the relative energies? In kJ/mol: one 0.0; two 43.6.

one | Below is a cluster of 4 separate species, C2H12O3S2 in total, with properties calculated with ωB97M-V/def2-TZVPD.

Properties
**Kohn-Sham gap**: 8.514 eV

Geometry as XYZ:
```
19
C2H12O3S2 (ωB97M-V/def2-TZVPD)
S 0.3354 0.3410 -1.8554
S 1.2191 -1.2296 -0.8956
O -1.6526 -1.6738 0.4012
O -0.2563 0.4912 3.1411
O -3.1606 1.7603 1.0625
C 0.7808 1.7633 -0.7220
C 2.1850 -0.6935 0.5097
H -0.8365 -0.2506 2.9219
H 2.7024 -1.5385 0.9652
H -2.7365 0.8903 1.1055
H 0.1603 1.6262 0.1563
H -0.8171 -1.2291 0.1650
H 3.0024 -0.1075 0.0857
H -4.0820 1.4924 1.0267
H 1.6949 -0.0684 1.2496
H 0.5805 2.6849 -1.2634
H -0.6262 1.1940 2.6135
H -1.6306 -2.3757 -0.2428
H 1.8443 1.7427 -0.5103
```

two | Below is a cluster of 4 separate species, C2H12O3S2 in total, with properties calculated with ωB97M-V/def2-TZVPD.

Properties
**Kohn-Sham gap**: 8.661 eV

Geometry as XYZ:
```
19
C2H12O3S2 (ωB97M-V/def2-TZVPD)
S -2.1263 -0.0486 1.0223
S -1.4598 1.5732 0.0508
O 1.5143 0.6473 -3.5488
O 2.5423 -1.3543 2.0313
O 2.5413 -1.9922 -0.6332
C 0.3063 1.8499 0.3983
C -1.6071 -1.4501 0.0289
H 0.7337 2.2948 -0.5139
H 2.9320 -0.4020 2.1430
H 2.2332 -2.8949 -0.7885
H -1.5460 -0.9133 -0.9827
H 0.8618 0.9748 0.4479
H -2.4873 -2.0848 -0.2298
H 3.1922 -1.7694 1.4775
H 1.9539 1.3473 -2.9696
H 2.9714 -2.0992 0.1785
H 1.7782 -0.1125 -3.1311
H 0.3896 2.3377 1.4109
H -0.6141 -1.8772 0.4305
```

What are the relative energies? In kJ/mol: one 0.0; two 103.0.

one | Below is the ion C3H9N4 with charge +1, with properties calculated with ωB97M-V/def2-TZVPD.

Properties
**Kohn-Sham gap**: 10.323 eV
**Charge**: +1

Geometry as XYZ:
```
16
C3H9N4 (ωB97M-V/def2-TZVPD)
N -0.0505 1.2402 -0.5542
N 0.2079 -1.4141 -0.4870
N -1.7347 -0.2474 0.2338
N 1.1548 -0.7858 0.3556
C -1.2460 1.0638 0.1615
C -1.1508 -1.3134 -0.0671
C 1.1239 0.9655 0.0245
H 2.0949 -1.2364 0.0555
H 0.6890 -2.2189 -0.9012
H 1.9782 1.1396 -0.4682
H -1.9944 1.7098 -0.2487
H 1.1338 1.3200 1.0701
H 1.0354 -0.9979 1.2772
H -1.8299 -2.2211 -0.0363
H -0.1621 1.4664 -1.5774
H -1.2496 1.5296 1.1619
```

two | Below is a structure of composition C3H9N4, with properties calculated with ωB97M-V/def2-TZVPD.

Properties
**Kohn-Sham gap**: 9.695 eV
**Charge**: +1

Geometry as XYZ:
```
16
C3H9N4 (ωB97M-V/def2-TZVPD)
N -1.1045 1.8857 -0.1088
N 2.8406 -0.0404 0.0079
N -0.4216 0.7541 0.0912
N 3.1452 -1.1248 0.0135
C 2.2188 1.1426 0.0915
C 0.1661 -1.3867 0.8948
C -0.8364 -0.3967 0.4928
H -0.3369 -2.0370 1.6616
H 0.5511 -1.9437 0.1109
H 2.4042 1.7160 1.0739
H -1.7917 -0.8577 0.2516
H 0.8267 0.8289 0.2559
H -2.0453 1.8280 -0.3138
H -0.7257 2.7806 -0.3938
H 1.0815 -0.9891 1.3546
H 2.1426 1.6957 -0.7903
```

What are the relative energies? In kJ/mol: one 0.0; two 133.6.

one | Below is a cluster of 2 separate species, C3H9N4 in total, with properties calculated with ωB97M-V/def2-TZVPD.

Properties
**Kohn-Sham gap (alpha / beta)**: 7.805 / 7.805 eV
**Charge**: +1

Geometry as XYZ:
```
16
C3H9N4 (ωB97M-V/def2-TZVPD)
N 0.2603 0.2167 -0.1227
N 0.8529 -0.7484 -2.3571
N 0.9010 -0.9387 1.8451
N 1.3898 -1.3270 2.8586
C -1.6386 1.4309 0.7349
C -0.7669 0.9828 -0.3597
C 0.3963 -0.0811 1.1609
H -1.0544 1.0698 -1.3968
H -2.5847 1.8666 0.3695
H 0.8549 -0.2062 -0.9698
H 1.4467 -0.4201 -3.1064
H -1.0493 2.2265 1.3313
H 1.4091 -1.5707 -2.1063
H -0.1371 -0.9790 -2.6599
H -1.5645 0.7547 1.6086
H 1.2842 -2.2768 3.1698
```

two | Below is the ion C3H9N4 with charge +1, with properties calculated with ωB97M-V/def2-TZVPD.

Properties
**Kohn-Sham gap**: 9.484 eV
**Charge**: +1

Geometry as XYZ:
```
16
C3H9N4 (ωB97M-V/def2-TZVPD)
N 0.4981 1.7922 0.0336
N -1.5793 -0.9384 0.4002
N 1.4129 0.8354 0.2416
N 1.6772 -1.4051 -0.1445
C -0.8574 1.3072 -0.0503
C -0.7737 -0.1647 -0.4223
C 0.9848 -0.3297 -0.1173
H -1.5780 -0.6573 1.4030
H -1.0204 -0.3587 -1.5335
H 0.7964 2.7536 0.0322
H -1.3825 1.4017 0.7944
H 1.4747 -2.0716 -0.8343
H 2.2310 1.0042 0.7826
H 2.3795 -1.6657 0.5153
H -1.3501 -1.9955 0.4682
H -1.4918 1.8584 -0.8224
```

What are the relative energies? In kJ/mol: one 222.2; two 0.0.

one | Below is a structure of composition C3H9N4, with properties calculated with ωB97M-V/def2-TZVPD.

Properties
**Kohn-Sham gap**: 10.734 eV
**Charge**: +1

Geometry as XYZ:
```
16
C3H9N4 (ωB97M-V/def2-TZVPD)
N -0.3727 -0.2128 0.5876
N 0.3460 -0.4802 1.6794
N -0.2345 -0.8658 -0.5648
N 0.7305 0.6338 0.8467
C 1.6930 0.4174 -0.2162
C 0.8261 -0.1557 -1.3158
C -2.0440 0.4765 0.9791
H 0.3553 0.5966 -2.0027
H -2.0470 1.4855 1.5253
H -2.3050 -0.3517 1.5099
H 2.4368 -0.2158 0.1192
H 2.1463 1.2921 -0.5253
H -2.4154 0.6990 -0.0037
H -1.0714 -1.1172 -1.0762
H 0.9026 -1.3114 1.5849
H 1.4299 -0.7096 -1.9424
```

two | Below is the ion C3H9N4 with charge +1, with properties calculated with ωB97M-V/def2-TZVPD.

Properties
**Kohn-Sham gap**: 9.523 eV
**Charge**: +1

Geometry as XYZ:
```
16
C3H9N4 (ωB97M-V/def2-TZVPD)
N 2.2662 0.0948 0.3910
N -1.8466 -0.9512 -0.1347
N 1.6900 -0.7876 -0.2334
N 0.4385 -1.1619 -0.2106
C 0.1177 1.6643 -0.5580
C -0.6661 -0.4657 0.5081
C -0.4747 1.0344 0.4431
H 0.4940 1.1726 -1.4396
H -2.5942 -1.2148 0.4899
H 0.1065 -1.8884 -0.8395
H 1.7088 0.6379 1.0502
H 0.1839 2.7382 -0.5638
H 2.2993 -1.3136 -0.8873
H -0.8937 1.5741 1.2799
H -2.1994 -0.3250 -0.8477
H -0.6303 -0.8081 1.5524
```

What are the relative energies? In kJ/mol: one 326.1; two 0.0.

one | Below is a structure of composition C3H9N4, with properties calculated with ωB97M-V/def2-TZVPD.

Properties
**Kohn-Sham gap (alpha / beta)**: 8.794 / 8.794 eV
**Charge**: +1

Geometry as XYZ:
```
16
C3H9N4 (ωB97M-V/def2-TZVPD)
N 0.0230 1.4815 0.1119
N 2.4434 0.6725 0.2388
N -0.1059 -1.6236 0.5106
N -1.2718 1.1914 0.4195
C -0.3355 -0.6819 -0.6031
C 0.6374 0.5017 -0.4532
C -1.7198 0.0494 -0.2856
H -2.3684 0.3150 -1.1206
H -0.3859 -1.1793 1.4273
H 0.4091 2.4005 0.3835
H -0.1825 -1.3682 -1.4723
H -1.8845 1.9794 0.6305
H 2.7582 -0.1990 -0.1335
H 2.8378 1.3663 -0.2715
H -2.4307 -0.6620 0.3297
H 0.8172 -2.1289 0.5427
```

two | Below is the ion C3H9N4 with charge +1, with properties calculated with ωB97M-V/def2-TZVPD.

Properties
**Kohn-Sham gap**: 8.716 eV
**Charge**: +1

Geometry as XYZ:
```
16
C3H9N4 (ωB97M-V/def2-TZVPD)
N -0.8653 1.2817 1.1662
N 0.5622 -0.0275 -2.0074
N 0.7560 -1.1886 -1.7647
N -0.5350 0.2982 0.1436
C 0.3448 -0.7414 0.6418
C 0.4761 -1.7756 -0.4910
C 0.0221 0.9163 -1.0531
H 1.3415 -0.3505 0.8962
H -0.0464 1.8188 1.5294
H -1.3172 0.7951 1.9607
H -1.5466 1.9508 0.7689
H -0.0990 -1.2116 1.5211
H 0.8452 1.6161 -0.8339
H 1.2763 -2.4871 -0.2775
H -0.4481 -2.3488 -0.6115
H -0.7665 1.4542 -1.5889
```

What are the relative energies? In kJ/mol: one 126.4; two 0.0.